# 1
C12H27IN2O7P3 as an isolated structure in a non-equilibrium geometry, computed with wB97M-V/def2-TZVPD.

```
52
Properties=species:S:1:pos:R:3:mulliken_charge:R:1
C 0.12965 1.65834 3.93187 -1.04
C -0.28806 0.39096 3.03323 -0.48
P -1.03056 0.86558 1.34481 0.28
C -2.54539 1.96977 1.77143 -1.01
C -1.62614 -0.71003 0.41674 0.06
N -0.58938 -1.80810 0.20722 0.41
N 0.09305 -2.30775 1.32968 -0.66
C 0.11852 -1.59376 -1.09708 -0.65
C 0.21510 -2.94626 -1.96280 -0.65
C 1.22392 -4.05541 -1.39476 -0.54
O 2.63005 -3.66187 -1.47899 -0.50
C 1.36089 -0.59780 -1.21704 0.13
C 2.46224 -0.69918 -0.05880 -0.01
O 3.60878 0.13420 -0.41125 -0.35
C 3.48795 1.41661 0.23294 0.57
C 2.43461 2.54026 -0.17478 -0.34
O 4.25290 1.66715 1.20226 -0.54
O -0.91409 -0.85567 -1.85363 -0.14
C -2.12249 -0.53610 -1.12060 -0.72
I -3.52547 -2.07973 -1.89816 0.19
P -3.07887 1.04829 -1.50661 -0.01
P -1.78363 2.65161 -2.19749 0.97
O -0.32761 2.25905 -2.46406 -0.62
O -1.89972 3.92201 -1.04012 -0.51
O -2.41747 3.19618 -3.70789 -0.49
H -0.67408 1.93569 4.70461 0.32
H 1.10850 1.39724 4.48393 0.33
H 0.38476 2.53425 3.23159 0.29
H -1.01177 -0.27236 3.64588 0.39
H 0.66049 -0.24063 2.85751 0.29
H -2.30788 3.05178 1.46777 0.26
H -2.64246 1.95089 2.91165 0.42
H -3.50460 1.58485 1.26266 0.41
H -2.43358 -1.22873 1.04578 0.53
H -1.21933 -2.61389 -0.02726 0.84
H -0.48526 -3.04175 1.77616 0.29
H 0.99284 -2.74157 1.08169 0.22
H -0.81919 -3.45743 -2.05056 0.16
H 0.53261 -2.72526 -3.04422 0.40
H 1.11733 -4.97185 -2.09193 0.35
H 0.93855 -4.43983 -0.34752 0.29
H 2.98608 -3.79037 -0.56723 0.35
H 1.03308 0.49124 -1.28175 -0.23
H 1.90243 -0.87014 -2.20152 0.45
H 1.99737 -0.19437 0.87624 0.16
H 2.74506 -1.75808 0.24826 -0.09
H 2.42555 2.75827 -1.30027 0.32
H 1.34912 2.26100 0.10575 -0.23
H 2.71974 3.50626 0.38301 0.34
H -3.93006 0.72432 -2.63300 0.13
H -0.95572 4.16921 -0.85181 0.35
H -2.77834 4.11291 -3.57155 0.34
```

Summary:
LUMO level in hartree: -0.1423
Frontier orbital gap in eV: 7.9
HOMO in hartree: -0.43344
Net charge: +1


# 2
A 2-piece molecular cluster, CH5NO overall in a non-equilibrium geometry, computed with wB97M-V/def2-TZVPD.

```
8
Properties=species:S:1:pos:R:3:mulliken_charge:R:1
N -0.80071 0.63323 -0.21107 -0.59
C 0.57063 0.23287 -0.51500 -0.48
O -0.29058 -1.61842 1.34784 -0.43
H -1.07787 -0.27504 0.16063 0.40
H -0.82446 1.04217 0.72943 0.28
H 0.59302 -0.65176 -1.14784 0.30
H 1.19997 1.05869 -0.80362 0.27
H 0.63000 -0.42174 0.43963 0.24
```

Summary:
LUMO level in hartree: -0.1313
Energy relative to the best compared isomer or geometry (same formula, charge and spin) in kcal/mol: 170.30
Frontier orbital gap in eV: 6.7
HOMO in hartree: -0.37916


# 3
C23H23Cl2CsN3O2S2 as an isolated structure in a non-equilibrium geometry, computed with wB97M-V/def2-TZVPD.

```
56
Properties=species:S:1:pos:R:3:mulliken_charge:R:1
Cs -2.10916 0.19010 0.96449 1.29
N -1.00300 -3.61420 4.54322 -0.55
C -0.44098 -2.67236 3.65510 0.36
S -1.07002 -2.68058 2.05482 -0.50
N 0.47233 -1.91522 4.14847 -0.92
N 1.06970 -1.01277 3.27849 -0.27
C 0.61368 0.17980 3.24844 -0.28
C -0.53559 0.79659 3.91402 0.94
C -1.00179 0.45573 5.17834 -0.31
C -2.09618 1.09762 5.73739 -0.57
C -2.75873 2.07866 5.00365 -0.50
C -2.31626 2.43449 3.74666 -0.25
C -1.16331 1.84961 3.16390 -0.93
O -0.78167 2.14893 1.97487 -0.89
H -1.33161 -4.42929 4.04878 0.23
H -0.36364 -3.83666 5.29606 0.23
H 1.12241 0.84984 2.55747 0.64
H -0.50502 -0.34476 5.71087 0.45
H -2.44931 0.81131 6.72083 0.36
H -3.64184 2.55743 5.41571 0.33
H -2.82775 3.19331 3.16212 0.42
Cl -4.45584 0.51059 -1.67610 -0.17
C -4.61707 -1.21686 -2.07061 -0.29
Cl -3.93873 -2.32201 -0.87897 -0.10
H -4.10715 -1.36486 -3.01488 0.20
H -5.67919 -1.40860 -2.16014 0.34
O -0.82649 -0.68709 -1.06108 -0.48
S 0.12203 -1.84219 -1.10889 0.42
C 0.69904 -1.97052 -2.85361 -1.53
C 0.65932 -0.70455 -3.66308 0.63
C 1.82448 -0.14422 -4.17223 -0.19
C 1.78169 1.01777 -4.92663 -0.62
C 0.56769 1.63453 -5.18201 -0.41
C -0.60150 1.08030 -4.68307 -0.73
C -0.55797 -0.08266 -3.92963 -0.10
C 1.62311 -1.31664 -0.20927 -0.44
C 2.24613 -0.03685 -0.66680 0.42
C 1.63149 1.18989 -0.41618 0.03
C 2.21060 2.36156 -0.88307 -1.10
C 3.41193 2.32961 -1.57500 -0.42
C 4.05105 1.11816 -1.78781 -0.64
C 3.46612 -0.05500 -1.33826 -0.36
H 0.04070 -2.71698 -3.30154 0.54
H 1.70445 -2.39711 -2.83756 0.45
H 2.77814 -0.61307 -3.97120 0.33
H 2.70176 1.44559 -5.30523 0.38
H 0.53165 2.54699 -5.76445 0.38
H -1.55419 1.55998 -4.87159 0.38
H -1.47199 -0.49286 -3.52338 0.38
H 2.31749 -2.15755 -0.28480 0.57
H 1.28399 -1.29979 0.83442 -0.35
H 0.72681 1.26046 0.17405 0.56
H 1.72015 3.30495 -0.67875 0.50
H 3.85942 3.25036 -1.93008 0.40
H 5.00345 1.08589 -2.30389 0.37
H 3.96518 -1.00482 -1.50236 0.39
```

Summary:
LUMO level in hartree: 0.0653
Energy relative to the best compared isomer or geometry (same formula, charge and spin) in kcal/mol: 21.80
Frontier orbital gap in eV: 5.5
HOMO in hartree: -0.13739
Net charge: -1


# 4
One molecule with the formula C3H8N2OS in a non-equilibrium geometry, computed with wB97M-V/def2-TZVPD.

```
15
Properties=species:S:1:pos:R:3:mulliken_charge:R:1
H 0.23123 -2.73382 -0.60868 0.21
N 0.00666 -1.91200 -0.07475 -0.70
C 0.50822 -0.72629 -0.41318 0.60
N 1.25149 -0.46075 -1.60202 -0.35
S 2.15159 0.92933 -2.04593 -0.14
O 0.50730 0.43288 0.25874 -0.30
C -0.54841 0.28737 1.27873 -0.25
C -1.75891 0.99605 0.81235 -0.81
H 1.71822 -1.41167 -2.09662 0.30
H 2.91520 1.01075 -0.84833 0.14
H -0.12619 0.75063 2.21751 0.24
H -0.60887 -0.84534 1.43564 0.33
H -2.67273 0.88036 1.53004 0.30
H -1.97339 0.59051 -0.41290 0.19
H -1.60141 2.21201 0.56941 0.24
```

Summary:
LUMO level in hartree: 0.0243
Energy relative to the best compared isomer or geometry (same formula, charge and spin) in kcal/mol: 84.62
Frontier orbital gap in eV: 9.6
HOMO in hartree: -0.32988


# 5
One molecule with the formula C13H15P in a non-equilibrium geometry, computed with wB97M-V/def2-TZVPD.

```
29
Properties=species:S:1:pos:R:3:mulliken_charge:R:1
C -2.78610 -2.33465 2.44484 -0.45
C -2.51237 -3.30848 1.44688 -0.51
C -2.07249 -1.10831 2.37958 -0.55
C -1.91015 -2.94697 0.24749 -0.46
C -1.31522 -0.86410 1.22673 0.41
C -1.33356 -1.67034 0.14472 0.30
C 0.98287 -0.70357 -0.61279 -0.77
C 1.46817 0.49362 -0.51992 0.47
C 1.17732 1.63228 -2.57968 -0.61
C -0.26722 1.58209 -2.06394 -1.15
C 0.89219 1.67334 -1.12463 2.04
C 2.75071 0.76644 0.23045 -1.97
C 1.05624 2.99693 -0.39839 -1.92
P -0.45910 -1.25963 -1.45505 -0.08
H -3.31896 -2.59076 3.32372 0.38
H -3.07903 -4.31534 1.59403 0.23
H -2.13860 -0.50453 3.31999 0.30
H -1.87984 -3.70712 -0.51759 0.35
H -0.68461 0.10993 1.12467 0.04
H 1.31188 -1.60829 -0.11469 0.51
H 1.54464 0.68727 -2.94902 0.24
H 1.34339 2.52745 -3.18205 0.33
H -0.98313 2.33744 -2.41136 0.27
H 2.91543 -0.01005 0.91102 0.51
H 2.42917 1.53395 0.88492 0.45
H 3.52177 1.03746 -0.38554 0.35
H 2.09336 3.18161 -0.57360 0.38
H 0.78707 2.76490 0.58158 0.40
H 0.46620 3.60744 -0.97239 0.54
```

Summary:
LUMO level (alpha / beta) in hartree: -0.0139 / -0.0005
Energy relative to the best compared isomer or geometry (same formula, charge and spin) in kcal/mol: 75.45
Frontier orbital gap (alpha / beta) in eV: 7.8 / 7.5
HOMO (alpha / beta) in hartree: -0.30084 / -0.27476


# 6
A 2-piece molecular cluster, C4H5NO2 overall in a non-equilibrium geometry, computed with wB97M-V/def2-TZVPD.

```
12
Properties=species:S:1:pos:R:3:mulliken_charge:R:1
O 3.25499 0.02875 -0.39766 -0.25
C 2.15376 -0.16810 -0.69433 -0.15
C 0.65978 0.49088 0.60836 -0.42
C -0.32314 1.13071 -0.26692 -0.31
N -0.30937 -0.35174 -0.24562 -0.01
C -1.38389 -1.09166 0.32002 0.04
O -2.33833 -0.57518 0.82798 -0.44
H 0.35023 -0.78106 -0.94704 0.41
H 0.39512 0.42537 1.66388 0.26
H 0.01305 1.51240 -1.23499 0.23
H -1.25210 1.55996 0.10385 0.28
H -1.22010 -2.18032 0.26247 0.36
```

Summary:
LUMO level in hartree: 0.0123
Energy relative to the best compared isomer or geometry (same formula, charge and spin) in kcal/mol: 104.13
Frontier orbital gap in eV: 8.2
HOMO in hartree: -0.29064


# 7
A 6-piece molecular cluster, C21H59N7O6 overall in a non-equilibrium geometry, computed with wB97M-V/def2-TZVPD.

```
93
Properties=species:S:1:pos:R:3:mulliken_charge:R:1
C -0.19081 3.68247 1.96447 -0.84
O -1.18598 3.45916 0.99214 -0.32
C -1.76513 2.18086 1.24749 0.33
C -2.95992 2.06042 0.24465 1.20
C -4.08707 3.03737 0.41152 -1.49
N -3.45872 0.69001 0.54027 -0.62
H 0.48336 2.88355 2.06160 0.27
H -0.60323 3.90052 2.95761 0.34
H 0.36786 4.54724 1.65730 0.30
H -0.90498 1.47760 1.16194 -0.34
H -2.22232 2.10140 2.26764 0.29
H -2.51625 2.21647 -0.78694 -0.47
H -4.47933 2.83939 1.45917 0.31
H -4.84044 2.70195 -0.30299 0.44
H -3.78167 4.03530 0.20591 0.36
H -4.22512 0.47748 -0.06699 0.30
H -2.66609 0.04761 0.37690 0.10
C -1.52520 -4.00969 -0.87006 -0.52
O -2.63132 -3.94018 -1.75556 -0.50
C -3.29950 -2.66854 -1.65510 -0.35
C -4.48772 -2.64694 -2.61563 0.38
C -5.71566 -3.36484 -1.98162 -1.31
N -4.28014 -3.20108 -3.95823 -0.77
H -1.85918 -3.85627 0.17540 0.17
H -0.68598 -3.31666 -1.12279 0.17
H -1.16848 -5.01876 -0.88522 0.41
H -3.60472 -2.47456 -0.63912 0.26
H -2.57212 -2.03550 -1.99029 0.16
H -4.68347 -1.55427 -2.71964 0.35
H -6.50088 -3.27628 -2.72335 0.41
H -5.94943 -2.76001 -1.08944 0.35
H -5.47580 -4.50359 -1.74370 0.20
H -3.62099 -3.98422 -3.86129 0.30
H -3.67561 -2.63734 -4.61316 0.28
C 1.84724 -3.73368 2.17607 -0.85
O 0.55553 -3.20444 2.35438 -0.29
C -0.33100 -4.07683 2.98736 -1.21
C -1.50128 -3.27124 3.52827 0.76
C -2.36696 -4.04564 4.47753 -1.54
N -2.28729 -2.68938 2.37479 -0.57
H 1.71691 -4.58464 1.48550 0.32
H 2.26689 -4.18577 3.06037 0.35
H 2.56381 -2.97436 1.85266 0.18
H -0.66544 -4.83649 2.30246 0.40
H 0.20240 -4.56576 3.77372 0.61
H -0.97921 -2.48701 4.08880 0.24
H -1.79144 -4.40075 5.38848 0.36
H -2.81648 -4.95149 3.98595 0.29
H -3.13104 -3.44555 4.90917 0.40
H -2.65671 -1.85418 2.83541 0.32
H -1.57128 -2.25572 1.76644 -0.07
C 6.19468 2.44373 -1.42336 -0.82
O 5.05020 1.77378 -0.95977 -0.11
C 5.25871 0.61048 -0.16984 -1.04
C 5.13116 1.00017 1.29240 0.46
C 5.32034 -0.26937 2.16875 -1.39
N 3.86012 1.62496 1.53714 -0.38
H 6.84852 1.76840 -1.99019 0.34
H 6.74728 2.92794 -0.58938 0.31
H 5.80459 3.26304 -2.01246 0.22
H 4.50485 -0.06318 -0.50288 0.34
H 6.21981 0.19696 -0.38538 0.50
H 6.07519 1.57431 1.45769 0.16
H 6.34212 -0.68524 2.18099 0.40
H 4.67575 -1.02562 1.76720 0.18
H 5.07431 -0.02927 3.21071 0.40
H 3.66643 1.68085 2.50833 0.27
H 3.70034 2.56203 1.14517 0.16
C -1.00473 1.19036 -3.24738 -0.75
O 0.11372 1.98903 -2.73385 -0.06
C 0.34338 3.21153 -3.29657 -0.85
C 1.77150 3.76162 -2.99056 0.63
C 1.79450 4.12119 -1.53020 -0.92
N 2.16000 4.87628 -3.80204 -0.67
H -1.93313 1.73914 -3.34522 0.39
H -1.19340 0.48284 -2.44217 0.03
H -0.77328 0.82611 -4.26500 0.34
H 0.25426 3.08657 -4.41081 0.32
H -0.42911 3.94880 -3.03093 0.23
H 2.50670 2.97765 -3.12274 0.23
H 1.33066 3.33257 -0.93570 -0.12
H 1.36091 5.06114 -1.31923 0.45
H 2.83233 4.13229 -1.23323 0.25
H 2.05231 4.68067 -4.77016 0.25
H 1.75271 5.76771 -3.55328 0.22
N 0.87482 -0.37345 1.68442 -0.08
C 0.56130 -0.27320 0.29810 0.39
N 1.47108 0.52343 -0.21356 0.20
O -0.38045 -0.77412 -0.23712 -0.44
H 0.77841 -1.36053 2.03293 0.14
H 1.68214 0.08335 2.08161 0.21
H 1.25317 1.17458 -0.99275 -0.14
H 2.06315 0.93334 0.45008 -0.06
```

Summary:
LUMO level in hartree: 0.0182
Energy relative to the best compared isomer or geometry (same formula, charge and spin) in kcal/mol: 46.45
Frontier orbital gap in eV: 9.4
HOMO in hartree: -0.32854


# 8
A 2-piece molecular cluster, C3H10N4 overall in a non-equilibrium geometry, computed with wB97M-V/def2-TZVPD.

```
17
Properties=species:S:1:pos:R:3:mulliken_charge:R:1
H 0.18515 2.30310 -2.20748 0.23
N 0.19451 1.26487 -2.30531 -0.69
C 1.33671 0.82577 -1.87842 0.09
N 1.61626 -0.51640 -1.73310 -0.44
H 2.11308 1.43085 -1.49288 0.39
H 0.84415 -1.14471 -1.89504 0.21
H 2.35271 -0.79582 -1.11276 0.22
N -1.67871 -1.70441 0.26944 -0.58
C -1.11579 -0.48113 0.74332 -0.42
C -0.39062 -0.36426 1.89263 0.04
N 0.14665 0.89635 2.32382 -0.54
H -1.34822 -1.90697 -0.71098 0.24
H -2.69020 -1.70871 0.27506 0.25
H -1.32566 0.41423 0.12201 0.21
H -0.08237 -1.25552 2.48538 0.33
H 0.13038 1.02795 3.37966 0.23
H -0.28802 1.71483 1.84466 0.24
```

Summary:
LUMO level in hartree: 0.0371
Energy relative to the best compared isomer or geometry (same formula, charge and spin) in kcal/mol: 26.57
Frontier orbital gap in eV: 9.1
HOMO in hartree: -0.29750


# 9
A 2-piece molecular cluster, C3H2BrF3O overall in a non-equilibrium geometry, computed with wB97M-V/def2-TZVPD.

```
10
Properties=species:S:1:pos:R:3:mulliken_charge:R:1
C -0.19252 -0.34042 0.71760 0.25
C 1.30769 -0.16478 0.60115 0.34
C -1.26014 0.42845 -0.98073 -0.01
O -0.80680 -0.82566 1.58226 -0.35
F 1.64118 1.06376 0.27041 -0.20
F 1.85515 -0.31058 1.86041 -0.27
F -2.40272 -0.24473 -0.84649 -0.20
Br -0.39084 -0.02977 -2.54611 -0.09
H 1.77955 -1.06689 0.15934 0.23
H -1.53055 1.49062 -0.81784 0.30
```

Summary:
LUMO level in hartree: 0.0105
Energy relative to the best compared isomer or geometry (same formula, charge and spin) in kcal/mol: 45.45
Frontier orbital gap in eV: 9.6
HOMO in hartree: -0.34086